Entry 1:
2 unconnected molecules or ions with the total composition C20H24BF7N2O5 at a distorted geometry, computed with ωB97M-V/def2-TZVPD.

Structure (ORCA input):
```
! wB97M-V def2-TZVPD RIJCOSX def2/J DEFGRID3
* xyz 0 1
C -2.02487 1.26700 -1.87523
C -0.53629 1.67211 -1.84527
C -0.02291 1.91260 -0.44120
O -0.06362 0.67100 0.25525
C 0.47807 0.70758 1.55720
C -0.56893 0.23665 2.59915
C -1.95968 0.31489 1.97093
O -2.61302 1.31866 1.86400
N -2.35102 -0.95658 1.60618
C -1.50056 -2.00104 2.24132
B -0.96368 -2.89170 0.99825
O -1.37019 -4.22521 1.03879
C -0.06097 -2.40359 -0.18923
C 0.82480 -3.55905 -0.70844
C -0.56200 -1.20812 3.18749
C -1.36937 -1.01046 4.50394
O -2.55769 -1.06031 4.53234
N -0.59830 -0.71893 5.70064
C -0.54375 0.66255 6.03927
O 0.41806 1.33365 6.08180
F -1.76680 1.16160 6.33080
C 0.81793 -1.81939 3.45344
F 1.58859 -0.98798 4.16830
F 1.47691 -2.01143 2.29294
C 0.78576 -3.21022 4.19695
F 1.31302 -3.12328 5.39963
F 1.46894 -4.11323 3.52198
F -0.46581 -3.65118 4.31834
H -2.17692 0.31560 -2.38830
H -2.40226 1.12748 -0.85783
H -2.64695 2.03846 -2.33255
H 0.06047 0.87301 -2.29390
H -0.38432 2.56590 -2.45217
H 1.01209 2.28004 -0.47464
H -0.66251 2.64069 0.07808
H 1.41216 0.14764 1.60083
H 0.71558 1.74744 1.80746
H -0.55154 1.00802 3.37249
H -3.34835 -1.07429 1.73465
H -2.18177 -2.66998 2.76787
H -2.16823 -4.38584 0.52201
H -0.66934 -2.02784 -1.01981
H 0.60456 -1.60262 0.12451
H 1.55585 -3.19653 -1.43398
H 1.37559 -4.02484 0.11441
H 0.22628 -4.34774 -1.16736
H -1.03446 -1.23160 6.46534
F 0.57063 1.96720 -4.45562
C 1.28785 2.54827 -5.44068
C 2.27447 3.45008 -5.09734
C 3.01072 4.04303 -6.11304
C 2.74933 3.73498 -7.44106
C 1.74853 2.82621 -7.75649
C 1.00836 2.22011 -6.75140
H 2.45648 3.67838 -4.05592
H 3.79204 4.74858 -5.86369
H 3.32484 4.20241 -8.22854
H 1.54022 2.58637 -8.79065
H 0.22793 1.50480 -6.97229
*
```

Summary:
HOMO (eV): -9.5

=====

Entry 2:
A molecular structure, C20H24BrN2PdS2, computed with ωB97M-V/def2-TZVPD.

Structure (ORCA input):
```
! wB97M-V def2-TZVPD RIJCOSX def2/J DEFGRID3
* xyz -1 1
Pd 0.15011 0.31245 0.09120
C 2.29055 0.48870 4.15486
C 1.95616 0.27736 2.69612
S 0.28012 0.67618 2.28723
C 2.83762 -0.16145 1.79227
C 4.26500 -0.49868 2.12086
S 2.39560 -0.38992 0.09707
H 1.40273 0.80999 4.69969
H 3.05648 1.25855 4.28948
H 2.65469 -0.42761 4.62850
H 4.48124 -0.38615 3.18443
H 4.95597 0.14345 1.56562
H 4.49324 -1.52894 1.83235
Br -1.90826 -1.90580 0.34985
C -3.27986 -0.61245 0.20646
C -4.55896 -1.09049 0.17695
C -5.64636 -0.19913 0.08458
C -5.41269 1.14016 0.02678
C -4.09113 1.65360 0.05431
C -3.88878 3.05293 -0.01291
C -2.62221 3.55278 0.02311
C -1.51610 2.68298 0.11321
C -1.62553 1.30749 0.15461
C -2.96538 0.78124 0.14468
H -4.73211 -2.15647 0.23026
H -6.65633 -0.58971 0.06332
H -6.23584 1.84296 -0.04174
H -4.75328 3.70397 -0.07990
H -2.45705 4.62448 -0.01134
H -0.52672 3.12452 0.16474
C 0.66498 -1.10687 -2.61277
C 0.70906 -1.12862 -4.15963
N 0.15242 0.10445 -4.71763
C 0.91341 1.24332 -4.19865
C 0.86493 1.28971 -2.65152
N 0.06024 0.15899 -2.13682
C -1.29942 0.25812 -2.71241
C -1.23101 0.22525 -4.25839
H 1.66185 -1.18420 -2.18559
H 0.06810 -1.92199 -2.20194
H 0.13595 -1.96783 -4.56088
H 1.73671 -1.23224 -4.51512
H 0.49168 2.15331 -4.63201
H 1.94260 1.15540 -4.55371
H 0.40357 2.20690 -2.28288
H 1.85279 1.20811 -2.19840
H -1.74246 1.18569 -2.35500
H -1.88726 -0.56703 -2.31086
H -1.65366 1.13823 -4.68412
H -1.79858 -0.61771 -4.65934
*
```

Summary:
Relative energy (zero: lowest compared OMol25 entry of this formula, charge and spin) (kcal per mole): 0.00
HOMO (eV): -2.9

=====

Entry 3:
C20H24BrN3O3S2 in the gas phase at a distorted geometry, computed with ωB97M-V/def2-TZVPD.

Structure (ORCA input):
```
! wB97M-V def2-TZVPD RIJCOSX def2/J DEFGRID3
* xyz 0 1
O -1.07238 0.07562 -1.55373
C 0.12814 0.29709 -1.55394
C 1.09548 -0.82055 -1.15714
C 0.56017 -2.13366 -1.74765
C 1.11361 -3.37035 -1.04126
N 0.97045 -3.28954 0.39042
S -0.42415 -3.87631 1.06002
O -0.32866 -3.68106 2.47388
O -0.61642 -5.19179 0.53127
C -1.79510 -2.90436 0.46645
C -2.55236 -3.16273 -0.63658
C -3.50429 -2.15692 -0.89542
C -3.43300 -1.15977 0.02908
Br -4.45911 0.39007 0.05721
S -2.24042 -1.44287 1.24783
C 1.60343 -2.13625 0.97581
C 1.09196 -0.82452 0.38292
N 0.60966 1.51900 -1.86665
C 1.96547 1.99908 -1.76325
C 2.13463 2.79404 -0.43775
N 0.84595 3.21786 0.06283
C 0.26731 2.54642 1.13981
C 1.05977 2.20128 2.24032
C 0.51982 1.55353 3.33355
C -0.83123 1.25665 3.37872
C -1.63352 1.63317 2.31677
C -1.09781 2.26136 1.20777
C 0.02555 3.72701 -1.01037
C -0.33167 2.61535 -2.02626
H 2.11064 -0.65745 -1.52238
H -0.52701 -2.12046 -1.66885
H 0.81492 -2.17946 -2.80855
H 0.58620 -4.26951 -1.36123
H 2.18007 -3.49168 -1.26402
H -2.41744 -4.04606 -1.23328
H -4.18735 -2.15887 -1.72485
H 1.40308 -2.17215 2.04705
H 2.68312 -2.23330 0.81263
H 0.07425 -0.64775 0.73203
H 1.70449 -0.00296 0.75676
H 2.68434 1.18482 -1.81320
H 2.14122 2.65611 -2.62199
H 2.76174 3.67563 -0.61855
H 2.62985 2.17098 0.30419
H 2.10822 2.46142 2.25468
H 1.16073 1.29103 4.16254
H -1.25297 0.75010 4.23251
H -2.69437 1.43419 2.34479
H -1.76101 2.51485 0.39734
H -0.87309 4.18641 -0.60086
H 0.60686 4.51223 -1.50570
H -0.27865 2.99506 -3.05201
H -1.32910 2.20998 -1.85371
*
```

Summary:
Relative energy (zero: lowest compared OMol25 entry of this formula, charge and spin) (kcal per mole): 22.64
HOMO (eV): -8.0

=====

Entry 4:
A molecular structure, C20H24BrNO3Pt, computed with ωB97M-V/def2-TZVPD.

Structure (ORCA input):
```
! wB97M-V def2-TZVPD RIJCOSX def2/J DEFGRID3
* xyz 2 1
Pt -1.42276 1.12298 -2.29316
C 3.66330 -2.62790 2.00826
C 3.60491 -1.06136 1.95468
C 4.84234 -0.54098 1.22334
C 3.58890 -0.51449 3.40221
C 2.32255 -0.77321 1.27046
C 2.32672 -0.23561 -0.08378
C 1.16346 0.02903 -0.67651
Br 1.04595 0.74309 -2.41749
C -0.13762 -0.22119 0.01303
O -1.18757 0.06978 -0.53703
C -0.13121 -0.84360 1.37901
C 1.09520 -1.06855 1.92228
C -1.43038 -1.14183 2.07161
C -1.18436 -1.78116 3.43911
C -2.25900 -2.12430 1.20838
C -2.21469 0.17889 2.27941
H 4.61088 -2.87884 2.48551
H 3.65372 -3.06796 1.01118
H 2.85434 -3.05185 2.60011
H 5.72301 -0.78966 1.81266
H 4.82540 0.54468 1.11148
H 4.97795 -1.00629 0.24587
H 4.53967 -0.77983 3.86236
H 2.79889 -0.94169 4.01595
H 3.49877 0.57169 3.40949
H 3.27011 -0.04409 -0.57374
H 1.15069 -1.49145 2.91223
H -0.64940 -2.72989 3.36079
H -2.14839 -1.99179 3.89858
H -0.64472 -1.11519 4.11533
H -1.70881 -3.04742 1.01913
H -2.57813 -1.69118 0.26410
H -3.15429 -2.38316 1.77255
H -1.63380 0.89560 2.86183
H -3.11254 -0.06050 2.84835
H -2.52834 0.63763 1.34490
O -5.19913 2.25249 -2.53050
C -4.05111 1.99215 -2.70925
O -3.31758 1.24060 -1.88310
C -3.28490 2.44709 -3.91529
C -3.86621 3.14111 -4.95080
C -3.07889 3.49522 -6.03671
C -1.73827 3.13615 -6.04628
C -1.21676 2.44522 -4.97210
N -1.98139 2.11153 -3.92415
H -4.91747 3.38485 -4.87986
H -3.50455 4.03897 -6.86910
H -1.09488 3.38464 -6.87778
H -0.17962 2.14157 -4.94755
*
```

Summary:
Relative energy (zero: lowest compared OMol25 entry of this formula, charge and spin) (kcal per mole): 0.00
HOMO (eV): -15.7

=====

Calculated total energy across the listed records, respectively: -1986.18087 -4384.37477 -4536.88997 -3749.68825 hartree.
Orbital gap across the listed records, respectively: 0.355 0.210 0.310 0.194 Eh.